23
Properties=species:S:1:pos:R:3:mulliken_charge:R:1 method="wB97M-V/def2-TZVPD" e_lumo_ev="-0.81 / -0.81" e_above_lowest_kcal_mol=62.0 gap_ev="7.06 / 7.06"
C -3.16 -0.41 -0.28 -0.416
C -2.65 0.07 0.89 -0.709
C -2.31 -0.83 -1.31 -0.627
C -1.30 0.38 1.07 0.131
C -0.97 -0.57 -1.16 -0.672
C -0.41 0.03 0.00 0.560
C 3.16 -0.86 -0.59 -0.012
C 1.62 0.45 1.48 -1.730
C 1.07 0.08 0.13 1.002
N 1.81 -0.57 -0.73 -0.008
O 3.78 -0.67 0.44 -0.509
S 1.05 2.36 -0.94 -0.348
H -4.13 -0.80 -0.44 0.382
H -3.33 0.40 1.61 0.395
H -2.83 -1.04 -2.27 0.304
H -0.78 0.86 1.98 0.155
H -0.33 -1.02 -1.92 0.123
H 3.61 -1.06 -1.57 0.343
H 1.26 -0.32 2.21 0.412
H 1.08 1.30 1.82 0.419
H 2.63 0.56 1.65 0.489
H 1.32 -0.73 -1.68 0.204
H -0.16 2.37 -0.39 0.112